ORCA calculation (ωB97M-V/def2-TZVPD) on a cluster of 4 separate species, C4H16O3S in total at a distorted geometry.

Last column: Mulliken charge in e.
Element x y z (Å)
C -0.53404 0.35985 -2.68216  -1.245
C -0.74163 0.11890 -1.15628  -0.276
C 0.27832 1.08599 -0.39821  -0.711
S 1.72972 -0.19920 0.12888  -0.149
C 1.41938 -0.14913 1.92071  -1.030
H -0.95723 1.25902 -3.08512  0.366
H -1.03156 -0.33114 -3.38937  0.367
H 0.52199 0.21037 -2.99737  0.283
H -1.65373 0.37928 -0.66648  0.331
H -0.47213 -0.89278 -0.94859  0.257
H 0.77729 1.81534 -1.05659  0.392
H -0.19210 1.54972 0.47568  0.423
H 1.67800 0.88645 2.24826  0.270
H 2.05551 -0.95167 2.34067  0.389
H 0.39135 -0.32131 2.26496  0.328
H -4.42361 -1.50015 1.50402  0.301
H -3.38996 -1.94089 2.51326  0.306
O -4.07405 -1.25051 2.34082  -0.625
H 3.42714 1.80929 -0.96407  0.270
H 4.06252 2.74477 -1.74164  0.309
O 3.23546 2.69326 -1.25884  -0.579
H -0.05851 -1.99429 1.90665  0.298
H -1.08654 -3.05480 1.01979  0.300
O -0.96158 -2.32638 1.68102  -0.576

## Properties
- Total energy: -21383.832 eV
- ΔE to the lowest compared entry with this formula, charge and spin: 160.3 kJ/mol
- Gap between HOMO and LUMO: 9.170 eV
- SMILES string: CCCSC.O.O.O
- LUMO: 0.5 eV

ORCA calculation (ωB97M-V/def2-TZVPD) on an isolated molecule of C21H33N3O4S at a distorted geometry.

Last column: Mulliken charge in e.
Element x y z (Å)
C 4.50567 1.26555 -1.35843  -1.114
H 4.66384 2.30692 -1.62410  0.293
H 5.31743 0.67993 -1.78470  0.393
H 3.57016 0.94058 -1.80125  0.228
C 4.48418 1.09153 0.15680  -0.850
H 5.35488 1.59443 0.58263  0.412
H 4.56991 0.02864 0.40020  0.334
C 3.22119 1.63183 0.86167  1.466
N 2.11674 0.67802 0.71138  0.138
C 1.26447 0.51259 -0.32243  -0.618
O 1.31710 1.09718 -1.38787  -0.647
C 0.16361 -0.46193 -0.01363  0.801
C -0.57229 -0.24560 1.14132  -0.953
C -1.71416 -0.97464 1.40280  -0.223
C -2.14186 -1.93955 0.50913  -1.403
C -1.41795 -2.17861 -0.63893  -0.249
C -0.24507 -1.45800 -0.93167  0.930
N 0.47679 -1.70075 -2.06654  0.177
C 1.92155 -1.73916 -2.09336  -0.120
H 2.33770 -1.33070 -1.17557  0.060
C 2.38726 -3.19784 -2.23584  -0.737
O 1.83454 -3.82576 -3.36851  -0.417
C 0.42543 -3.80410 -3.32274  -0.404
C -0.07771 -2.35909 -3.22795  -1.030
H -1.16499 -2.31669 -3.21317  0.563
H 0.27866 -1.81361 -4.11049  0.350
H 0.08291 -4.28016 -4.24273  0.383
H 0.07026 -4.38410 -2.45635  0.293
H 3.46995 -3.24174 -2.36286  0.405
H 2.10450 -3.75421 -1.32710  0.328
H 2.28084 -1.14740 -2.94205  0.265
H -1.75159 -2.95532 -1.30864  0.410
H -3.02466 -2.51368 0.74310  0.515
S -2.64314 -0.62226 2.88831  1.289
O -1.73043 -0.05707 3.84211  -0.730
O -3.38226 -1.79909 3.24280  -0.762
N -3.75469 0.55494 2.53497  0.143
C -4.90397 0.18738 1.74582  -0.961
C -4.71237 0.49035 0.25786  -0.024
C -4.32270 1.95597 0.07670  -0.980
C -3.05609 2.25229 0.87687  0.193
C -3.28480 1.90564 2.35003  -0.987
H -2.36908 1.99800 2.93431  0.389
H -4.03654 2.58396 2.77169  0.415
H -2.79061 3.30720 0.79241  0.413
H -2.22990 1.66069 0.47763  -0.225
H -4.15754 2.17354 -0.98004  0.429
H -5.13534 2.59448 0.43167  0.355
H -5.63888 0.27283 -0.27589  0.409
H -3.92426 -0.14575 -0.15023  -0.077
H -5.07508 -0.87462 1.92305  0.378
H -5.76699 0.74813 2.12467  0.397
H -0.28208 0.51631 1.84930  0.755
H 1.95537 0.09509 1.51877  0.462
C 2.80790 3.00671 0.33977  -1.852
H 3.65014 3.69083 0.39504  0.401
H 2.46800 2.93745 -0.68779  0.455
H 1.99485 3.40200 0.94500  0.414
C 3.49972 1.72092 2.36592  -2.042
H 4.25683 2.47509 2.56227  0.463
H 3.85865 0.76738 2.74952  0.461
H 2.59602 1.99706 2.90535  0.442

## Properties
- Total energy: -45808.395 eV
- ΔE to the lowest compared entry with this formula, charge and spin: 165.9 kJ/mol
- Gap between HOMO and LUMO: 8.619 eV
- SMILES string: CCC(C)(C)NC(=O)c1cc(S(=O)(=O)N2CCCCC2)ccc1N1CCOCC1
- LUMO: 0.6 eV

ORCA calculation (ωB97M-V/def2-TZVPD) on a structure of composition C48H84AsF6N12 at a distorted geometry.

Last column: Mulliken charge in e.
Element x y z (Å)
As 0.73371 -0.29391 -0.08675  2.597
F -0.60541 0.40756 0.75794  -0.434
F -0.29586 -1.57071 -0.63437  -0.535
F 2.12281 -0.98516 -0.84555  -0.775
F 1.77180 0.95234 0.52175  -0.431
F 1.02074 -1.30497 1.29156  -0.662
F 0.41158 0.61822 -1.51935  -0.278
C 5.65447 3.05148 2.57653  -1.351
C 4.71019 3.24660 1.39408  -0.145
C 4.61623 2.02458 0.50058  2.034
C 5.92102 1.44279 0.17539  -0.062
N 6.94578 0.99415 -0.07662  -0.581
H 5.46828 3.79752 3.35005  0.445
H 6.69837 3.14575 2.27607  0.381
H 5.53000 2.07374 3.05097  0.178
H 5.06682 4.11665 0.83418  0.402
H 3.72152 3.51180 1.77228  0.063
H 4.16866 2.22977 -0.47533  -0.418
H 3.99633 1.27371 0.98896  -0.894
C -4.28935 -1.70560 2.51544  -1.974
C -2.89112 -1.64230 1.92666  2.829
C -2.12326 -2.94314 2.12762  0.951
C -2.14329 -3.46780 3.49834  -0.137
N -2.13167 -3.86494 4.57452  -0.691
H -5.00998 -0.99675 2.11367  0.351
H -4.23006 -1.61094 3.60107  0.448
H -4.73847 -2.69150 2.33915  0.466
H -2.32447 -0.85717 2.43640  -0.908
H -2.89435 -1.40129 0.86600  -1.124
H -1.06611 -2.85808 1.86517  -0.854
H -2.57066 -3.69946 1.47560  0.635
C -1.51993 4.24196 -3.77629  -1.558
C -1.26317 2.90014 -3.10933  1.287
C -1.74144 1.71864 -3.94657  1.470
C -1.05490 1.56268 -5.23172  -0.083
N -0.51217 1.40312 -6.23037  -0.661
H -1.07269 5.04393 -3.18634  0.305
H -2.59311 4.42888 -3.85107  0.382
H -1.09562 4.28408 -4.78023  0.377
H -1.74887 2.86444 -2.13393  0.362
H -0.19724 2.74961 -2.93961  -1.178
H -2.82004 1.68998 -4.12297  0.529
H -1.52671 0.77703 -3.42140  -1.227
C -0.10267 -1.74170 -4.16246  -0.579
C 0.85045 -2.79527 -3.61366  1.056
C 1.84875 -3.28247 -4.64753  -0.515
C 1.22807 -3.97215 -5.76874  0.165
N 0.70284 -4.51191 -6.63600  -0.535
H -0.85145 -1.41134 -3.43950  -0.638
H -0.63439 -2.09324 -5.05263  0.572
H 0.42294 -0.82686 -4.45517  0.194
H 0.23110 -3.56124 -3.14293  0.096
H 1.40747 -2.29891 -2.82087  -0.632
H 2.62073 -3.88747 -4.16920  0.467
H 2.40063 -2.42385 -5.04279  0.117
C 2.88776 2.73245 -6.00409  -1.295
C 2.95069 2.90176 -4.48378  -0.554
C 2.42533 1.68528 -3.72016  3.006
C 3.17161 0.46070 -4.01232  0.064
N 3.77373 -0.47952 -4.27708  -0.722
H 1.88861 2.47619 -6.35414  0.259
H 3.58560 1.95827 -6.32691  0.325
H 3.19942 3.66171 -6.48491  0.403
H 2.34224 3.76025 -4.18319  0.340
H 3.98123 3.12246 -4.20007  0.383
H 1.37926 1.49361 -3.96913  -1.404
H 2.42525 1.85438 -2.64010  -0.926
C -4.35041 1.70522 3.32489  -1.339
C -3.06397 2.41370 2.91780  0.913
C -2.32908 2.95649 4.14205  0.491
C -3.10069 3.97795 4.86255  -0.012
N -3.70479 4.77501 5.43235  -0.537
H -4.13329 0.93554 4.06714  0.314
H -4.82739 1.22081 2.47261  0.111
H -5.07887 2.40765 3.73339  0.526
H -3.27150 3.20843 2.19797  0.494
H -2.39027 1.69803 2.43554  -0.726
H -1.36606 3.40918 3.89865  -0.127
H -2.15760 2.14838 4.85632  -0.121
C -4.87304 -3.38769 -0.71118  -0.931
C -4.37966 -3.31627 -2.15811  -0.911
C -2.86720 -3.14807 -2.25086  1.300
C -2.14631 -4.20477 -1.53629  0.078
N -1.58520 -5.03335 -0.97417  -0.570
H -5.94532 -3.55812 -0.65802  0.438
H -4.65619 -2.46791 -0.16207  -0.106
H -4.36279 -4.18139 -0.15834  0.530
H -4.87243 -2.48118 -2.65723  0.304
H -4.68783 -4.24480 -2.64243  0.387
H -2.54204 -2.19124 -1.83258  -0.962
H -2.50062 -3.18207 -3.28030  0.449
C 3.10607 -5.90056 -0.41669  -1.426
C 1.97550 -4.91363 -0.66630  -0.045
C 1.24393 -4.48555 0.60058  2.125
C 0.66982 -5.58218 1.37849  -0.002
N 0.21622 -6.43871 1.99505  -0.653
H 3.91687 -5.49262 0.18542  0.260
H 3.49838 -6.26248 -1.36904  0.420
H 2.71241 -6.78571 0.09253  0.337
H 1.28547 -5.32897 -1.40407  0.319
H 2.35008 -3.98826 -1.11792  0.003
H 0.46529 -3.75619 0.37415  -1.213
H 1.94692 -3.95287 1.25024  -0.063
C 4.21728 -1.08466 4.53341  -1.758
C 3.44733 -0.97645 3.22683  0.995
C 4.22446 -1.50706 2.02034  0.845
C 4.82373 -2.82816 2.18067  -0.147
N 5.29303 -3.86942 2.28806  -0.606
H 4.28318 -2.11061 4.89737  0.424
H 3.70782 -0.53604 5.33326  0.425
H 5.21334 -0.64791 4.43818  0.419
H 3.19378 0.07181 3.04168  0.017
H 2.45800 -1.43065 3.32407  -0.380
H 5.03104 -0.78328 1.87101  0.278
H 3.57715 -1.53152 1.14201  -0.465
C -3.66404 0.69428 -0.88066  0.779
C -4.64926 1.62111 -1.57489  -0.310
C -5.68600 0.87674 -2.43918  -0.452
C -6.43940 -0.14056 -1.70310  0.053
N -7.02784 -0.94372 -1.13576  -0.509
H -3.00259 0.20121 -1.59723  -0.612
H -4.18414 -0.07872 -0.31247  0.110
H -3.03740 1.26221 -0.19192  -0.220
H -4.10943 2.25584 -2.28648  -0.117
H -5.14103 2.30442 -0.88253  0.460
H -5.16306 0.37168 -3.25514  0.231
H -6.39766 1.58447 -2.86425  0.546
C 1.62918 5.65566 -0.54642  -1.758
C 1.28223 4.18665 -0.36878  2.289
C 0.26690 3.90289 0.73159  1.078
C 0.77976 4.18692 2.07750  -0.182
N 1.16521 4.41007 3.13532  -0.642
H 0.79690 6.20465 -0.99648  0.395
H 2.48425 5.74827 -1.21586  0.444
H 1.85427 6.14879 0.39976  0.368
H 2.18274 3.60411 -0.15071  -0.941
H 0.91004 3.74136 -1.29555  -0.761
H -0.08984 2.87638 0.71522  -1.049
H -0.60848 4.56301 0.66588  0.669
C 0.29125 0.71284 4.13757  -0.729
C -0.47992 -0.50578 4.62544  0.947
C 0.07310 -1.05088 5.94708  -0.726
C -0.04401 -0.08176 7.04488  0.250
N -0.13197 0.67659 7.90372  -0.525
H 1.36481 0.53209 4.11809  0.136
H 0.13909 1.54595 4.82821  0.659
H -0.04243 0.98383 3.13665  -0.286
H -0.38805 -1.31253 3.89763  -0.757
H -1.52917 -0.27036 4.81627  0.239
H 1.13329 -1.31784 5.88257  0.174
H -0.43538 -1.96625 6.26026  0.461

## Properties
- Total energy: -146170.226 eV
- ΔE to the lowest compared entry with this formula, charge and spin: 27.9 kJ/mol
- Gap between HOMO and LUMO: 10.483 eV
- Charge: -1
- LUMO: 1.4 eV

ORCA calculation (ωB97M-V/def2-TZVPD) on an isolated molecule of C2H6N2OS at a distorted geometry.

Last column: Mulliken charge in e.
Element x y z (Å)
C -0.51820 1.27092 -0.28237  -0.648
C 0.30737 -1.19634 -0.41405  0.084
H -1.24624 1.77245 -1.12576  0.246
H -0.51970 1.79601 0.83580  0.244
H 0.59685 1.51165 -0.49340  0.252
H -2.25894 -0.46651 1.40516  0.122
H 0.00708 -2.03840 -1.06436  0.349
H 2.93602 -0.34882 0.97373  0.355
N -0.63857 -0.14391 -0.11974  -0.063
N 1.54045 -1.23549 -0.15842  -0.374
O 2.01460 -0.11954 0.32435  -0.392
S -2.22072 -0.80202 0.11904  -0.176

## Properties
- Total energy: -18029.900 eV
- ΔE to the lowest compared entry with this formula, charge and spin: 473.3 kJ/mol
- Gap between HOMO and LUMO: 9.156 eV
- SMILES string: CN(S)/C=N\O
- LUMO: 0.6 eV